# C10H21NO2

The molecule C10H21NO2 (ωB97M-V/def2-TZVPD, the Open Molecules 2025 dataset).

```
34
C10H21NO2, DFT ωB97M-V/def2-TZVPD
C -5.4769 -1.7486 0.0804
C -4.6869 -0.5568 -0.4466
C -3.3515 -0.4009 0.2787
H -2.7938 -1.3343 0.1873
H -3.5347 -0.2274 1.3435
C -2.4932 0.7521 -0.2716
N -3.0649 2.0717 -0.0391
H -3.2078 2.2148 0.9560
H -3.9660 2.1563 -0.4954
H -2.4051 0.6402 -1.3594
C -1.0837 0.7404 0.3378
C -0.1656 -0.3086 -0.2841
C 1.2057 -0.3792 0.3889
C 2.0452 0.8783 0.1723
C 3.4586 0.7223 0.7471
C 4.2333 -0.3343 0.0037
O 4.6077 -1.3830 0.4552
O 4.4749 0.0236 -1.2654
H 4.9636 -0.6761 -1.7260
H 3.9960 1.6664 0.6454
H 3.4129 0.4409 1.7993
H 1.5686 1.7302 0.6579
H 2.1179 1.0926 -0.8954
H 1.0750 -0.5461 1.4604
H 1.7475 -1.2397 -0.0108
H -0.0354 -0.0876 -1.3458
H -0.6340 -1.2919 -0.2074
H -1.1590 0.5696 1.4144
H -0.6631 1.7341 0.1825
H -5.2873 0.3482 -0.3226
H -4.5012 -0.6877 -1.5156
H -4.9148 -2.6697 -0.0580
H -6.4247 -1.8426 -0.4447
H -5.6832 -1.6310 1.1423
```

- Kohn-Sham gap (eV) = 10.04
- M (g/mol) = 187.28
- DFT total energy (eV) = -16296.76160
- SMILES string = CCC[C@@H](N)CCCCCC(=O)O
- multiplicity = 1



# C5H10N2

The molecule C5H10N2 in a non-equilibrium geometry (ωB97M-V/def2-TZVPD, the Open Molecules 2025 dataset).

```
17
C5H10N2, DFT ωB97M-V/def2-TZVPD
C 1.3520 -0.5257 -1.2567
C -0.0664 -0.6197 -0.7259
N -0.2015 -1.6791 0.2646
C -1.1791 -1.3971 1.1064
C -0.3654 0.8009 -0.1212
C -0.8948 1.5179 1.0952
N 0.5457 1.4528 0.8290
H 1.6647 -1.4238 -1.7960
H 2.0425 -0.3469 -0.4239
H 1.4086 0.3385 -1.9217
H -0.7843 -0.8285 -1.5321
H 0.6724 -2.0424 0.6432
H -1.9689 -0.9420 0.4657
H -0.5422 1.3989 -1.0016
H -1.3135 2.5164 0.9155
H -1.2824 1.0362 1.9919
H 0.9127 0.7437 1.4677
```

- Kohn-Sham gap (eV) = 9.28
- M (g/mol) = 98.15
- DFT total energy (eV) = -8322.92907
- multiplicity = 1



# C4H8OS

The molecule C4H8OS in a non-equilibrium geometry (ωB97M-V/def2-TZVPD, the Open Molecules 2025 dataset).

```
14
C4H8OS, DFT ωB97M-V/def2-TZVPD
C -1.3684 0.8085 0.3019
C -0.2188 -0.1479 0.0115
C 1.1268 0.6185 -0.2725
C -0.5113 -1.3845 -0.5495
H -1.2722 1.0795 1.3735
H -1.3729 1.8041 -0.2498
H -2.3414 0.3802 0.0629
H 1.2373 0.8509 -1.2685
H 1.0460 1.6101 0.2326
H 2.4191 -0.6393 1.3050
H 0.2693 -1.8857 -1.1358
H -1.5577 -1.5949 -0.7889
O -0.1116 -1.2792 0.8491
S 2.6556 -0.2203 0.1285
```

- Kohn-Sham gap (eV) = 9.99
- M (g/mol) = 104.17
- DFT total energy (eV) = -17158.75003
- SMILES string = C[C@]1(CS)CO1
- multiplicity = 1



# C6H5NS

A structure of composition C6H5NS in a non-equilibrium geometry (ωB97M-V/def2-TZVPD, the Open Molecules 2025 dataset).

```
13
C6H5NS, DFT ωB97M-V/def2-TZVPD
C 1.1052 -1.8431 -1.7276
C 1.6266 -1.6572 -3.0887
C 1.0351 -0.6334 -1.0546
C 1.2683 0.2876 0.5304
C 0.8588 0.8947 1.7736
C 0.0854 1.3674 0.6941
N 2.0021 -0.4573 -3.4232
S 1.7574 0.4802 -2.1276
H 0.6681 -2.6656 -1.2332
H 1.6688 -2.2642 -3.9411
H 2.4347 0.2542 0.5682
H -0.0611 2.4051 0.6847
H -0.4881 0.8372 -0.0074
```

- Kohn-Sham gap (eV) = 9.08
- M (g/mol) = 123.18
- DFT total energy (eV) = -18620.32588
- multiplicity = 1



# C19H29N3O4

The molecule C19H29N3O4 (ωB97M-V/def2-TZVPD, the Open Molecules 2025 dataset).

```
55
C19H29N3O4, DFT ωB97M-V/def2-TZVPD
C -4.4197 -3.4146 -0.6763
C -4.5609 -2.4795 0.5170
H -4.6230 -3.0404 1.4520
H -5.4495 -1.8502 0.3985
O -3.4168 -1.6432 0.6652
C -3.3804 -0.5270 -0.0884
O -4.2979 -0.2083 -0.8174
C -2.1461 0.2242 0.0945
C -0.9052 -0.1997 0.5613
C -0.0420 0.9253 0.4915
C -0.7923 1.9856 -0.0211
N -2.0443 1.5542 -0.2656
C -3.1353 2.3985 -0.6906
C -3.9092 2.9404 0.5094
H -3.2518 3.4891 1.1805
H -4.3607 2.1198 1.0613
H -4.6988 3.6048 0.1699
H -3.8039 1.8086 -1.3186
H -2.7251 3.2211 -1.2789
C -0.3695 3.3860 -0.2788
H -0.4610 3.6265 -1.3384
H 0.6717 3.4947 0.0092
H -0.9765 4.0914 0.2874
C 1.3718 1.0686 0.8836
O 2.0742 1.9979 0.4992
N 1.8486 0.1410 1.7416
H 1.2706 -0.6383 2.0031
C 3.2050 0.1514 2.2318
H 3.1761 0.1420 3.3276
H 3.6520 1.0925 1.9009
C 4.0294 -1.0439 1.7408
H 3.3931 -1.9287 1.7002
H 4.8368 -1.2332 2.4500
C 4.6687 -0.8338 0.3651
N 3.7195 -0.5984 -0.6989
C 2.6479 -1.3647 -0.9525
O 2.3196 -2.3604 -0.3329
C 1.9019 -0.7555 -2.1290
H 1.5485 -1.5281 -2.8093
C 2.9157 0.2016 -2.7501
H 2.4509 1.0889 -3.1738
H 3.4772 -0.3059 -3.5363
C 3.8406 0.5463 -1.5794
H 4.8800 0.6778 -1.8918
H 3.5043 1.4501 -1.0587
H 1.0335 -0.2225 -1.7358
H 5.2625 -1.7253 0.1229
H 5.3373 0.0293 0.4005
C -0.5647 -1.5947 0.9624
H -1.3079 -2.2816 0.5704
H 0.4083 -1.8959 0.5770
H -0.5756 -1.7007 2.0489
H -5.2805 -4.0753 -0.7260
H -4.3661 -2.8356 -1.5950
H -3.5164 -4.0130 -0.5824
```

- Kohn-Sham gap (eV) = 9.15
- M (g/mol) = 363.46
- DFT total energy (eV) = -32836.18327
- SMILES string = CCOC(=O)c1c(C)c(C(=O)NCCCN2CCCC2=O)c(C)n1CC
- multiplicity = 1



# C3H9N2O

A cluster of 3 separate species, C3H9N2O in total in a non-equilibrium geometry (ωB97M-V/def2-TZVPD, the Open Molecules 2025 dataset).

```
15
C3H9N2O, DFT ωB97M-V/def2-TZVPD
C -2.2861 2.1191 0.1160
C -1.4718 1.2027 0.4481
C 0.0750 0.6952 -0.8161
N 0.5773 1.5464 -1.6499
N 1.7520 -2.5156 0.0367
O 0.5211 -0.4656 -0.6276
H -3.0670 2.3937 0.8038
H -2.3385 2.5563 -0.8334
H -0.9172 0.6413 1.1682
H 1.4134 1.2377 -2.1857
H 0.2502 2.4931 -1.5689
H 2.5469 -2.2749 -0.5763
H 1.3749 -3.4773 -0.1534
H 1.9889 -2.5401 1.0062
H 1.1265 -1.6878 -0.1840
```

- Kohn-Sham gap (eV) = 9.63
- charge = +1
- M (g/mol) = 89.12
- DFT total energy (eV) = -8275.89777
- multiplicity = 1



# C5H6O4PbS

A structure of composition C5H6O4PbS in a non-equilibrium geometry (ωB97M-V/def2-TZVPD, the Open Molecules 2025 dataset).

```
17
C5H6O4PbS, DFT ωB97M-V/def2-TZVPD
O -1.1586 -3.9863 -0.0135
C -0.8423 -2.8968 -0.0099
Pb 0.0000 0.0000 0.0000
C -1.2167 0.3589 -1.2820
C 1.6755 -0.4854 -0.4583
O -1.9915 0.5878 -2.0985
O 2.7424 -0.7944 -0.7506
C 0.5892 3.6824 2.1624
S 0.2840 2.0838 1.3287
C -0.1861 1.2472 2.8890
O -0.7870 2.7581 0.4564
H 1.3625 3.5581 2.9491
H -0.3464 4.1223 2.5699
H 1.0207 4.3899 1.4231
H -0.6935 1.9475 3.5852
H -0.9323 0.4507 2.6960
H 0.7151 0.8168 3.3720
```

- Kohn-Sham gap (alpha / beta) (eV) = 6.17 / 6.17
- charge = +2
- M (g/mol) = 369.37
- DFT total energy (eV) = -29525.72006
- multiplicity = 1



# C2H3EuO2

A structure of composition C2H3EuO2 in a non-equilibrium geometry (ωB97M-V/def2-TZVPD, the Open Molecules 2025 dataset).

```
8
C2H3EuO2, DFT ωB97M-V/def2-TZVPD
O 0.3534 -1.0185 0.8596
Eu -0.8616 -0.0212 -1.0701
O 0.7517 -1.3843 -0.4044
C 0.6166 1.0879 1.5498
C -0.2617 1.6612 0.6050
H 0.5115 1.2953 2.6275
H 1.6815 1.0486 1.2615
H -0.1918 2.7535 0.5052
```

- Kohn-Sham gap (alpha / beta) (eV) = 5.73 / 5.69
- M (g/mol) = 211.01
- <S²> = 20.02
- DFT total energy (eV) = -25537.73976
- multiplicity = 9